# 1
This record from the OMol25 dataset describes a cluster of 2 separate species, C2H2NO3S in total. The level of theory is wB97M-V/def2-TZVPD.

Geometry as XYZ:
```
9
C2H2NO3S, DFT wB97M-V/def2-TZVPD
C 2.7111 0.1513 1.1655
C 0.3349 0.1995 0.1527
N 1.5540 0.0612 0.8460
O -1.9844 2.3317 -0.3203
O -2.6569 0.9804 1.6346
O -2.4756 -0.0231 -0.6375
S -2.1003 1.0211 0.3139
H -0.0348 -0.8183 0.2311
H 0.4095 0.6575 -0.7547
```

Results
Charge   -1
Frontier orbital gap (alpha / beta)   7.84 / 7.84 eV
ΔE to the lowest compared entry with this formula, charge and spin   275.6 kJ/mol
LUMO level (alpha / beta)   3.5 / 3.5 eV



# 2
This record from the OMol25 dataset describes a structure of composition C20H22FeO6. The level of theory is wB97M-V/def2-TZVPD.

Geometry as XYZ:
```
49
C20H22FeO6, DFT wB97M-V/def2-TZVPD
C 1.4624 4.2812 -0.1377
C 0.3958 3.5475 0.6287
O 0.9702 2.2885 1.0384
C 0.0592 1.4568 1.5968
C 0.6605 0.0881 1.9237
C 0.1000 -0.3941 3.2538
O -1.0384 -0.1359 3.6028
C 0.9872 -1.3105 4.1079
C 1.3049 -2.6235 3.4044
C 2.1040 -2.4694 2.1048
C 2.9416 -1.1894 2.0564
C 2.1643 0.1136 1.7931
O -1.1079 1.7597 1.7309
H 1.0876 5.2653 -0.4297
H 2.3641 4.4182 0.4696
H 1.7407 3.7397 -1.0498
H 0.0986 4.0952 1.5317
H -0.4881 3.3619 0.0047
H 1.8956 -0.7689 4.4014
H 0.4227 -1.5364 5.0184
H 1.8753 -3.2549 4.1002
H 0.3718 -3.1692 3.2019
H 2.7868 -3.3285 2.0220
H 1.4288 -2.5172 1.2403
H 3.5056 -1.0821 2.9927
H 3.6998 -1.2880 1.2663
H 2.3797 0.4295 0.7614
H 2.5607 0.8992 2.4609
O -4.0697 0.0256 -6.9539
C -3.4334 -0.1403 -5.9956
Fe -2.7953 -0.1615 -4.3578
C -2.4722 1.5566 -4.2490
O -2.4988 2.6907 -3.9840
C -4.3656 0.0618 -3.6107
O -5.4254 0.3923 -3.2567
C -0.2179 -0.8458 -0.1267
C -1.1801 -1.8172 -0.2639
C -1.8336 -2.2766 -1.4191
C -1.6428 -1.9421 -2.7528
C -1.0223 -0.7622 -3.2547
C -0.2853 0.1531 -2.4513
C 0.1822 0.0192 -1.1386
H 0.1850 -0.6524 1.0044
H -1.4786 -2.3234 0.6614
H -2.5728 -3.0614 -1.2193
H -2.0029 -2.6630 -3.5051
H -0.8135 -0.7212 -4.3588
H 0.0350 1.0602 -2.9821
H 0.9745 0.7312 -0.8816
```

Results
2S+1   5
Frontier orbital gap (alpha / beta)   6.02 / 7.45 eV
Expectation value of S²   6.073
LUMO level (alpha / beta)   -1.0 / -1.5 eV



# 3
This record from the OMol25 dataset describes an isolated molecule of C12H13FN2. The level of theory is wB97M-V/def2-TZVPD.

Geometry as XYZ:
```
28
C12H13FN2, DFT wB97M-V/def2-TZVPD
C -0.3901 1.7920 2.9019
C 0.9891 1.8167 3.0122
C -0.9427 1.5655 1.6325
C 1.8325 1.3034 2.0568
C -0.1614 1.0187 0.6460
C -0.4357 0.3475 -0.6667
C 1.2716 0.7445 0.9056
C 0.7626 -0.1548 -1.1104
C -1.7192 0.2871 -1.3878
C -2.5514 -1.0466 -1.3697
C -0.6256 -2.6430 -1.7121
C 3.0598 -0.3433 -0.5208
N 1.7309 0.0583 -0.1993
N -1.8116 -2.1077 -2.1048
F -0.5330 -2.8030 -0.4050
H -0.9743 2.2888 3.6060
H 1.3068 2.1099 3.9429
H -1.8986 1.9950 1.3931
H 2.7807 1.1196 2.3663
H -2.3759 1.0952 -1.0666
H -1.4910 0.5704 -2.4153
H -2.8239 -1.3539 -0.3040
H -3.6157 -0.9026 -1.8590
H 0.1359 -3.1808 -2.4261
H 3.8961 0.2285 0.0793
H 3.2432 -1.3430 -0.1948
H 3.3064 -0.4333 -1.6776
H -1.9656 -2.0289 -3.1226
```

Results
Frontier orbital gap (alpha / beta)   6.19 / 6.16 eV
ΔE to the lowest compared entry with this formula, charge and spin   545.3 kJ/mol
LUMO level (alpha / beta)   -0.5 / -0.5 eV



# 4
This record from the OMol25 dataset describes a cluster of 2 separate species, C5H10O in total. The level of theory is wB97M-V/def2-TZVPD.

Geometry as XYZ:
```
16
C5H10O, DFT wB97M-V/def2-TZVPD
C -1.3274 -1.2873 -1.0458
C 0.3415 1.1140 -0.2122
C -0.7962 1.6999 0.5295
C 1.1853 0.2642 0.6619
C 1.9199 -0.8644 -0.0540
O 2.1812 -0.9220 -1.2247
H -2.3759 -1.0632 -1.2570
H -1.2110 -1.4384 0.0323
H -1.0305 -2.1988 -1.5679
H -0.6923 -0.4625 -1.3986
H -0.4619 2.7231 0.7779
H -1.6608 1.8307 -0.1300
H -1.0849 1.2019 1.4690
H 1.9880 0.9664 0.9651
H 0.7363 -0.1048 1.6070
H 2.2364 -1.6971 0.5982
```

Results
Frontier orbital gap   8.52 eV
ΔE to the lowest compared entry with this formula, charge and spin   417.8 kJ/mol
LUMO level   0.0 eV



Q: What is the formula in the second record?
A: C20H22FeO6